[1]
123
Properties=species:S:1:pos:R:3 method="wB97M-V/def2-TZVPD" homo_lumo_gap_ev=8.194 lumo_ev=2.36 total_charge=-1 homo_ev=-5.83 spin_multiplicity=1
N -1.005 0.150 -4.025
H -0.658 0.229 -3.058
H -0.441 -2.751 2.877
H -3.200 2.816 2.427
C 1.460 3.863 -1.597
O -0.791 5.483 0.872
H -4.489 0.752 2.950
H 2.375 4.045 -4.746
H 2.282 -3.265 -2.062
H -2.772 -0.720 2.256
H 0.606 -8.255 0.188
H 0.250 -6.929 1.309
H 5.330 -0.339 -1.139
H -4.015 0.758 -2.388
C 0.104 5.389 -0.200
C 0.197 -4.743 3.330
H -4.740 4.936 -1.090
H 7.809 -2.966 1.124
C 4.505 0.679 0.529
O 1.793 -1.744 1.710
H 5.673 -2.517 -0.120
N -0.252 -3.853 1.054
H 7.033 -2.404 2.621
H -1.224 -4.166 1.095
H -1.493 6.915 2.146
H 2.947 -0.684 -1.223
H -2.400 0.200 5.100
O -4.024 2.925 4.382
H 4.015 0.492 1.490
N -0.701 -0.522 -0.798
H 4.916 -1.887 1.414
H 1.070 5.808 0.117
N -2.457 0.236 2.419
H 1.089 4.220 -2.569
H -0.916 -7.391 0.110
O 6.847 -1.171 0.873
H -3.023 4.661 4.737
H 1.166 1.727 -3.601
H -0.784 -5.221 3.404
O 1.732 2.194 -5.505
H -2.459 0.619 1.465
H -0.550 2.268 -1.150
H 4.453 -4.201 -1.968
C 0.018 0.607 -4.963
H -4.131 0.530 5.373
C 2.033 -6.092 -0.417
C 4.767 -0.616 -0.238
H -4.792 4.661 5.004
H 1.442 0.269 1.677
H 1.858 -2.796 3.478
H 0.196 0.790 -7.145
H -0.367 -2.946 0.569
C 0.191 -3.533 2.415
C 0.158 -7.240 0.259
H 0.486 -4.463 4.345
C 0.707 1.907 -4.586
C 2.534 -5.176 -1.506
H 2.272 4.557 -1.362
N 1.738 -3.945 -1.534
H -1.700 7.241 0.397
H -3.637 -0.164 -1.138
H -5.596 4.255 0.269
C -1.035 6.829 1.166
H 1.799 2.842 -1.742
H -3.621 -0.901 4.532
C -3.141 2.361 3.431
C 5.554 -1.653 0.546
H 0.756 3.448 0.332
O -1.795 -0.100 -0.334
C -5.208 1.824 -0.241
H -6.313 0.836 -1.798
C -6.081 -0.474 -0.157
C -5.536 0.605 -1.059
N -4.413 0.029 -1.791
C -3.396 0.167 4.650
O 0.214 0.263 -1.195
H -6.170 -1.435 -0.654
C 4.005 -4.826 -1.199
H 4.628 -5.720 -1.020
H -1.063 -0.235 -6.652
H -2.103 2.543 3.755
C 7.548 -2.067 1.704
O 0.698 -6.409 -0.704
N 3.516 -1.266 -0.617
O -4.783 2.879 -1.063
H 2.508 -5.701 -2.464
H 1.860 -0.336 3.266
H 3.536 3.118 -5.674
O -0.531 -1.737 -0.878
H -4.178 4.707 3.352
H 0.761 -0.201 -4.968
H -5.316 -0.641 0.621
C -3.990 4.313 4.353
H 4.057 -4.294 -0.241
H 5.406 1.248 0.799
H 2.590 -7.041 -0.478
C 1.603 -2.953 2.413
H -0.286 5.940 -1.068
C 2.709 3.019 -4.958
H 1.685 -3.572 -0.591
H 3.196 2.585 -4.070
H 2.354 -3.625 1.988
H -0.099 7.400 1.245
C -3.451 0.891 3.310
H -4.383 1.527 0.438
H 2.906 -1.430 0.204
C 0.351 3.959 -0.564
H 2.156 -5.616 0.562
H 3.878 1.328 -0.084
H -6.074 2.090 0.387
H -3.838 4.162 0.256
H 0.001 2.741 -4.467
H 0.250 -0.641 2.628
C -4.723 4.100 -0.393
H 0.870 -5.494 2.905
H 8.433 -1.559 2.097
H -1.568 3.217 -0.336
H -1.793 0.809 -4.024
C 1.303 -0.584 2.340
N -0.834 3.249 -1.040
H -1.279 1.521 -6.413
C -0.561 0.696 -6.365
H -7.003 -0.215 0.366

***

[2]
125
Properties=species:S:1:pos:R:3 method="wB97M-V/def2-TZVPD" homo_lumo_gap_ev=8.491 smiles=COC[C@H](C)N.COC[C@H](C)N.COC[C@H](C)N.COC[C@H](C)N.COC[C@H](C)N.OCCO.OCCO.OCCO.OCCO lumo_ev=0.00 homo_ev=-8.49 spin_multiplicity=1
O -6.123 0.217 -2.635
H -5.696 -0.056 -0.847
H -0.796 5.077 -4.403
H 3.064 1.326 -2.673
H 0.926 -1.442 6.125
H 1.357 -1.911 -1.552
C -3.250 -3.568 5.331
C 4.257 -1.180 -3.089
H 4.752 2.510 0.289
N -3.268 -0.125 -3.233
H -2.350 -3.033 2.016
C -2.743 -2.610 2.984
H -3.173 0.020 2.591
H 3.159 4.766 -0.398
H -8.032 -0.079 -3.353
H -4.080 -4.248 5.705
H 2.724 -2.715 -1.308
H 1.386 -4.898 8.307
H 1.440 -4.171 3.395
H 0.196 3.157 1.431
C 0.169 2.058 1.236
C 2.174 -0.814 1.947
O -0.254 1.432 2.345
H 2.344 -2.692 4.600
C -0.071 -0.028 -4.825
O -0.343 2.929 -5.170
C 1.016 -1.372 1.234
C -3.857 0.376 -1.964
O 4.430 -0.214 -4.116
C 1.382 -3.074 4.797
H 2.909 -0.516 -5.204
H -7.737 -0.723 -1.580
H 1.002 3.368 -1.149
H -3.162 -1.096 -3.270
C -5.212 -0.298 -1.750
C 1.551 4.830 -2.291
C 3.786 2.586 0.852
H -0.343 -2.131 5.127
H 0.386 -0.992 -4.566
C -4.041 1.895 -1.884
H 0.802 5.552 -1.907
C -3.752 -0.724 1.928
H -0.478 4.669 -6.202
O -0.630 2.394 -0.810
H -3.362 -0.820 0.876
H -4.252 2.340 -0.886
H -0.638 1.682 -1.482
O 3.177 -0.659 1.039
C 1.375 -4.119 5.850
H 1.065 4.433 -3.241
H 0.831 -0.856 0.189
O 2.254 -3.776 6.891
H 0.987 1.126 -3.591
H -2.147 -5.600 4.022
H 4.035 4.188 2.226
H 2.508 -1.343 2.909
H -4.088 -0.087 -3.797
O 3.811 4.871 0.286
H -1.928 2.089 0.534
H -3.199 0.139 -1.124
C 0.664 -1.825 5.190
H 2.376 4.293 1.613
C -3.019 -3.832 3.854
H -0.328 -0.566 -2.355
H 3.019 6.158 -1.863
H -0.182 -3.885 3.755
O -3.957 -1.950 2.719
H 4.176 -0.169 -6.183
C 3.463 4.012 1.351
O 2.672 6.122 -3.897
H 2.702 -5.791 7.600
H -1.727 0.310 -2.609
H 1.067 1.776 0.998
N -1.847 -4.654 3.673
O 3.813 1.803 1.853
C -7.306 -0.592 -2.649
H -1.925 4.104 -5.209
H 4.131 -1.772 -5.429
C 2.874 5.536 -2.787
H 1.133 -2.393 1.030
H -5.086 -1.368 -1.653
H -3.684 -2.599 5.518
H 2.689 -1.107 0.336
H 0.206 0.453 -5.714
C -0.873 4.262 -5.223
H -4.678 -0.258 1.700
H 3.828 4.991 -2.908
H -2.503 -3.753 6.117
H 3.627 0.868 1.517
H -7.046 -1.535 -3.047
C 2.819 0.516 -1.861
C -0.959 1.756 0.202
H -3.053 2.200 -2.002
O 1.819 3.796 -1.392
H 0.820 -1.092 4.407
H -1.754 -4.516 2.677
H 1.932 0.166 2.300
N 2.421 -1.785 -1.391
H 0.088 -1.867 2.617
C 2.412 -4.840 7.902
H -1.096 0.609 0.272
H 0.365 -4.152 6.273
C 3.889 -0.733 -5.330
H 2.192 -0.907 -3.169
H -1.887 2.243 -3.893
N -0.679 0.375 -2.480
H 4.246 -2.221 -3.420
H 3.146 -4.546 8.631
N 0.735 -3.418 3.593
H 3.532 0.740 -1.028
H 2.937 5.548 -4.666
H 1.830 0.804 -1.469
H -1.044 -0.263 -5.166
H 5.065 -0.977 -2.334
O -0.013 -1.231 1.906
H 2.962 2.369 0.243
H -0.398 2.917 -3.088
H 1.610 -5.049 5.401
C -0.760 2.296 -3.909
H -3.819 -4.401 3.361
C 2.904 -0.846 -2.470
H -1.859 -2.038 3.366
C -0.064 0.942 -3.675
H -0.292 0.440 2.242
H -4.576 2.467 -2.716

***

For reference, electronic energy by record: -62676.2704, -64370.7148 eV.